This record from OMol25 describes C24H28AsErF3N4O3S2 as an isolated structure. The level of theory is wB97M-V/def2-TZVPD.

Structure (XYZ):
```
66
Properties=species:S:1:pos:R:3
Er -0.38 0.31 0.67
F -5.20 -0.57 4.87
C -4.06 0.08 4.45
F -4.49 1.22 3.81
F -3.26 0.43 5.53
C -3.29 -0.89 3.57
C -3.34 -2.29 3.81
C -2.64 -3.07 2.87
C -1.89 -2.52 1.86
N -1.65 -1.14 1.78
C -2.35 -0.34 2.61
S -2.01 1.34 2.42
H -3.84 -2.65 4.67
H -2.75 -4.17 2.92
H -1.23 -3.10 1.23
N 0.08 2.38 -0.46
C 1.47 2.46 -0.73
C 2.23 1.54 -1.47
C 3.58 1.76 -1.81
C 4.16 2.97 -1.35
C 3.43 3.85 -0.54
C 2.14 3.56 -0.19
S 5.76 3.46 -1.98
O 6.10 2.20 -2.69
O 5.48 4.76 -2.56
O 6.81 3.52 -0.91
H -0.44 2.19 -1.33
H -0.31 3.28 -0.20
H 1.74 0.66 -1.90
H 4.25 0.97 -2.21
H 3.92 4.79 -0.25
H 1.54 4.26 0.35
N 3.75 3.19 4.67
C 3.50 2.21 4.09
C 3.14 0.94 3.51
C 4.06 -0.12 3.24
C 3.59 -1.26 2.58
C 2.32 -1.22 1.96
N 1.51 -0.13 2.07
C 1.86 0.82 2.93
H 5.07 -0.10 3.64
H 4.09 -2.22 2.48
H 2.00 -1.97 1.22
H 1.11 1.57 3.22
C -3.88 0.32 -1.83
C -2.75 -0.19 -2.70
As -1.34 -1.18 -1.69
C -0.08 -1.40 -3.25
C -0.58 -1.06 -4.64
C -2.18 -2.98 -1.53
C -2.73 -3.59 -2.83
H -4.68 0.73 -2.46
H -3.54 1.05 -1.09
H -4.34 -0.47 -1.24
H -2.24 0.62 -3.23
H -3.13 -0.88 -3.46
H 0.12 -2.45 -3.14
H 0.87 -0.91 -2.96
H -1.52 -1.59 -4.79
H 0.10 -1.36 -5.43
H -0.75 0.04 -4.73
H -2.91 -2.82 -0.76
H -1.37 -3.55 -1.13
H -3.67 -3.12 -3.19
H -2.96 -4.66 -2.71
H -1.99 -3.47 -3.64
```

Output
energy relative to the best compared isomer or geometry (same formula, charge and spin): 0.00 kJ/mol
HOMO energy (alpha / beta): -9.19 / -9.19 eV
multiplicity: 4
electronic energy: -155720.32081 eV
HOMO-LUMO gap (alpha / beta): 4.4 / 4.5 eV
charge: +1